Record 1
C63H133N19O13 | ωB97M-V/def2-TZVPD

Positions of all 228 atoms, in Å:
C 3.73832 -2.83084 3.51453
O 3.64284 -1.61745 3.64325
N 4.39426 -3.49189 2.54272
C 4.57363 -4.89673 2.64005
C 5.33114 -2.76391 1.69377
H 3.27095 -3.50448 4.26037
H 4.24342 -5.40170 1.70594
H 3.91648 -5.26308 3.39613
H 5.61378 -5.27345 2.89765
H 5.46120 -3.28834 0.76286
H 4.82034 -1.78693 1.41465
H 6.36477 -2.53367 2.14017
C -8.95924 -0.41674 0.64888
O -8.22297 -0.40206 -0.30197
N -9.31889 -1.48776 1.39344
C -10.23637 -1.37864 2.46728
C -8.76925 -2.80183 1.04977
H -9.46107 0.44614 1.10384
H -9.92576 -1.77859 3.45244
H -11.18429 -1.83160 2.14618
H -10.46362 -0.35089 2.52863
H -8.02031 -2.57545 0.30558
H -8.23803 -3.34942 1.88674
H -9.49325 -3.42806 0.59504
C 1.99709 7.32491 1.50760
O 2.89462 7.05575 0.75240
N 1.26518 8.45368 1.41714
C 0.21602 8.70364 2.42257
C 1.31968 9.30580 0.20888
H 1.69360 6.70114 2.43540
H -0.75090 8.63372 1.98525
H 0.35973 9.73492 2.82715
H 0.36195 7.98915 3.24004
H 1.85696 8.75580 -0.56406
H 0.27691 9.50545 -0.11274
H 1.85222 10.23746 0.50682
C 1.19659 -9.15334 1.16330
O 2.13410 -9.54039 0.54714
N 1.09184 -7.99893 1.87266
C 0.10056 -7.94591 2.86016
C 2.32378 -7.21921 2.01324
H 0.20607 -9.66989 1.20995
H 0.19307 -8.70522 3.64869
H -0.89989 -8.15956 2.45385
H 0.04100 -6.94096 3.29221
H 2.54006 -6.81619 1.04556
H 2.11927 -6.36410 2.70164
H 3.16200 -7.87720 2.39745
C 4.35881 1.52768 3.58761
O 4.69887 2.23277 4.56303
N 4.14271 2.03067 2.35094
C 3.59463 1.34496 1.24291
C 4.81070 3.26055 1.96980
H 4.06984 0.43588 3.79174
H 4.34699 0.95618 0.47355
H 2.80102 1.99320 0.74232
H 3.15809 0.44337 1.65959
H 5.32613 3.60824 2.88293
H 5.62899 3.02343 1.29218
H 4.13846 3.99279 1.51740
C 0.71229 5.55225 5.33406
O -0.14536 6.27147 5.80502
N 1.96615 5.92551 5.04560
C 2.40854 7.27380 5.30565
C 3.02687 4.91738 4.81696
H 0.56560 4.56140 4.96646
H 3.35043 7.34003 5.83994
H 1.56276 7.86955 5.68700
H 2.57569 7.73335 4.34290
H 3.65093 4.82083 5.69650
H 2.58235 3.94592 4.58986
H 3.62275 5.21136 3.94824
C -7.03582 1.82506 2.78339
O -7.73515 0.93035 3.08808
N -5.70332 1.71638 2.60778
C -4.94124 2.81241 2.01761
C -5.09940 0.39348 2.76418
H -7.39106 2.87627 2.57069
H -5.53544 3.45644 1.36843
H -4.06664 2.43717 1.46090
H -4.53026 3.48403 2.77951
H -5.09993 -0.03967 1.80715
H -4.11133 0.45947 3.16168
H -5.63477 -0.31468 3.40434
C -1.34611 -0.96730 -5.02613
O -2.15864 -0.04950 -4.95452
N -0.58008 -1.38484 -6.04007
C 0.08952 -2.64433 -5.86732
C -0.58265 -0.69446 -7.31465
H -1.15732 -1.46947 -4.12426
H 0.20875 -2.80376 -4.75237
H 1.10535 -2.52422 -6.30055
H -0.51934 -3.48717 -6.38384
H -0.70464 0.36997 -7.07657
H 0.40604 -0.86851 -7.76019
H -1.32109 -1.08921 -7.99001
C 2.90711 3.25292 -2.80398
O 3.76192 2.64771 -2.19680
N 2.52306 4.55510 -2.55406
C 3.47910 5.28846 -1.70190
C 1.72594 5.22622 -3.62208
H 2.36948 2.90516 -3.74302
H 3.15715 6.31765 -1.74358
H 4.48235 5.34245 -2.10172
H 3.52676 4.84311 -0.71542
H 1.21887 6.03614 -3.15630
H 2.27318 5.69342 -4.42541
H 1.12375 4.57733 -4.14131
C 5.07792 -2.80141 -3.65824
O 4.32102 -2.90653 -4.55801
N 5.59110 -1.60346 -3.22034
C 6.80931 -1.46429 -2.43491
C 4.91085 -0.37053 -3.70110
H 5.49593 -3.74529 -3.16066
H 6.58091 -0.95987 -1.44266
H 7.58379 -0.98928 -3.09888
H 7.06906 -2.53709 -2.24166
H 5.49006 0.27266 -4.34913
H 3.93958 -0.66920 -4.09616
H 4.84640 0.26299 -2.77762
C 1.02398 -3.87718 2.51316
O 0.75508 -4.57385 3.49614
N 0.74840 -2.57204 2.45218
C 1.23267 -1.83426 1.36949
C 0.02085 -1.88886 3.48707
H 1.56233 -4.37849 1.67195
H 1.78130 -1.05112 1.79826
H 0.49226 -1.51692 0.66023
H 1.85021 -2.46336 0.65319
H 0.66787 -1.20453 4.04852
H -0.75425 -1.29165 3.10668
H -0.41215 -2.58683 4.21410
C -0.93219 -5.83592 0.18446
O -0.23100 -6.63270 -0.40488
N -1.38596 -4.65331 -0.29970
C -2.10275 -3.73910 0.59825
C -0.84549 -4.05838 -1.45222
H -1.28859 -6.18352 1.19944
H -2.24239 -4.12472 1.60439
H -3.16115 -3.55900 0.22755
H -1.66920 -2.75016 0.63081
H -1.56328 -3.33049 -1.87036
H 0.00700 -3.41893 -1.23192
H -0.64332 -4.81793 -2.20640
C 5.54879 -2.49584 5.96952
O 6.48564 -3.03420 5.42252
N 5.51292 -1.18275 6.20080
C 4.34486 -0.64931 6.99302
C 6.73170 -0.36311 6.05429
H 4.60336 -3.00879 6.24324
H 3.43188 -1.21687 6.83873
H 4.16876 0.39186 6.70082
H 4.60263 -0.71780 8.08563
H 6.48129 0.68396 5.83366
H 7.26524 -0.48408 7.00961
H 7.36024 -0.72068 5.25445
C 0.92759 -0.11117 -2.60668
C 0.21070 0.85235 -1.66243
C -1.26384 1.00356 -1.88004
C -1.99318 -0.22072 -1.52811
N -2.57293 -1.21827 -1.40412
H 0.99796 0.43007 -3.59048
H 0.37482 -1.08268 -2.70292
H 1.87920 -0.31971 -2.26801
H 0.70351 1.80935 -1.78159
H 0.33862 0.50744 -0.64078
H -1.59657 1.19956 -2.91484
H -1.65827 1.78031 -1.17918
C -5.39656 0.73068 -0.78639
C -6.28946 1.99073 -1.18617
C -7.26286 1.69190 -2.37822
C -6.46324 1.01916 -3.37297
N -5.82527 0.45732 -4.14073
H -4.84246 0.32976 -1.57538
H -6.05310 -0.03482 -0.42761
H -4.70325 1.10546 0.02435
H -5.66146 2.77757 -1.60376
H -6.89461 2.35610 -0.30986
H -7.69807 2.58196 -2.88990
H -8.01338 1.00117 -2.04785
C 2.19685 -6.02446 -4.34605
C 3.22056 -6.71988 -3.49573
C 2.76893 -6.96935 -1.99097
C 2.76448 -5.77511 -1.20464
N 2.77758 -4.71110 -0.79422
H 2.65433 -5.72857 -5.27817
H 1.88066 -5.10707 -3.93787
H 1.39301 -6.77049 -4.48248
H 4.13872 -6.13014 -3.50662
H 3.49577 -7.69746 -3.85937
H 3.35839 -7.75687 -1.55623
H 1.77469 -7.34078 -1.95587
C -0.12491 2.43922 2.18087
C 0.27031 3.90156 1.77849
C -0.25151 4.32861 0.38370
C -1.71048 4.23073 0.24487
N -2.84707 4.11511 0.29432
H -1.22926 2.44514 2.33254
H 0.43426 2.20958 3.09191
H 0.20587 1.75021 1.41215
H 1.31308 4.07348 1.71147
H -0.19911 4.49263 2.56442
H 0.10325 3.67342 -0.44188
H 0.10245 5.28617 0.05093
C -3.82587 -4.07669 -3.98937
C -4.35661 -2.63993 -4.13818
C -5.00479 -2.38011 -5.51573
C -4.09760 -2.56837 -6.57800
N -3.32430 -2.72204 -7.38796
H -3.82090 -4.38410 -2.94071
H -2.79481 -4.17953 -4.32581
H -4.53723 -4.65731 -4.56236
H -3.61503 -1.80739 -3.91190
H -5.08012 -2.51308 -3.32232
H -5.37083 -1.34753 -5.64996
H -5.75275 -3.16785 -5.60990
C -2.30201 3.94816 -3.75589
C -3.37993 4.90907 -3.37833
C -2.94088 6.39139 -3.61738
C -1.86382 6.71479 -2.63181
N -1.02545 6.78830 -1.85080
H -2.66919 2.91694 -3.69384
H -1.52569 3.99284 -3.01781
H -1.99737 4.09187 -4.79742
H -3.70559 4.83192 -2.38489
H -4.26205 4.70237 -4.04823
H -3.78661 7.06523 -3.44207
H -2.54683 6.50624 -4.59863

---

Record 2
C3H6OS2 | ωB97M-V/def2-TZVPD

The energy above the lowest of the compared OMol25 structures with the same formula, charge and spin comes out at 256.0 kJ/mol.

Positions of all 12 atoms, in Å:
C -1.14633 -0.15293 0.57610
C -0.29820 0.06326 -0.72938
C 0.89477 1.04039 -0.28252
H -0.31053 -0.45069 1.40140
H -2.01074 -0.99956 0.35072
H -1.73869 0.72266 1.07771
H -0.92850 0.58847 -1.62245
H 0.77570 -1.31301 -1.48118
H 1.55242 -1.13256 0.98634
O 0.12161 -1.18719 -0.82371
S 2.05170 0.18679 0.76225
S 1.03679 2.63437 -0.21528

---

| no. | E_HOMO (eV) | Kohn-Sham gap (eV) |
| --- | --- | --- |
| 1 | -8.717 | 9.1 |
| 2 | -8.806 | 8.4 |